{"formula": "C36H96O18", "method": "ωB97M-V with the def2-TZVPD basis set", "smiles": "CCOCC.CCOCC.CCOCC.CCOCC.CCOCC.CCOCC.OCCO.OCCO.OCCO.OCCO.OCCO.OCCO", "largest_force_ev_per_a": 4.03, "homo_energy_ev": -9.45, "e_lumo_ev": 0.4, "species": ["C", "C", "O", "C", "C", "H", "H", "H", "H", "H", "H", "H", "H", "H", "H", "C", "C", "O", "C", "C", "H", "H", "H", "H", "H", "H", "H", "H", "H", "H", "C", "C", "O", "C", "C", "H", "H", "H", "H", "H", "H", "H", "H", "H", "H", "C", "C", "O", "C", "C", "H", "H", "H", "H", "H", "H", "H", "H", "H", "H", "C", "C", "O", "C", "C", "H", "H", "H", "H", "H", "H", "H", "H", "H", "H", "C", "C", "O", "C", "C", "H", "H", "H", "H", "H", "H", "H", "H", "H", "H", "C", "C", "O", "O", "H", "H", "H", "H", "H", "H", "C", "C", "O", "O", "H", "H", "H", "H", "H", "H", "C", "C", "O", "O", "H", "H", "H", "H", "H", "H", "C", "C", "O", "O", "H", "H", "H", "H", "H", "H", "C", "C", "O", "O", "H", "H", "H", "H", "H", "H", "C", "C", "O", "O", "H", "H", "H", "H", "H", "H"], "coordinates": [[-2.193, -0.698, 3.769], [-1.432, -1.576, 4.671], [-0.768, -0.695, 5.677], [0.118, -1.456, 6.480], [0.688, -0.539, 7.605], [-2.801, -1.381, 3.181], [-2.860, -0.032, 4.283], [-1.430, -0.207, 3.151], [-1.964, -2.306, 5.254], [-0.653, -2.065, 4.077], [-0.478, -2.230, 6.929], [0.974, -1.947, 5.934], [1.426, -1.061, 8.224], [-0.143, -0.205, 8.210], [1.199, 0.321, 7.131], [3.593, -0.859, 4.877], [2.654, 0.325, 4.405], [2.885, 1.360, 5.279], [2.171, 2.508, 4.868], [2.343, 3.585, 5.938], [3.383, -1.121, 5.883], [3.424, -1.754, 4.234], [4.642, -0.611, 4.728], [2.802, 0.612, 3.390], [1.702, -0.230, 4.435], [2.593, 2.856, 3.892], [1.129, 2.194, 4.740], [3.389, 3.871, 6.085], [1.910, 3.287, 6.891], [1.836, 4.442, 5.513], [-4.650, 0.013, -1.517], [-4.988, -1.326, -0.946], [-4.201, -2.325, -1.567], [-4.906, -3.581, -1.691], [-4.046, -4.607, -2.396], [-3.549, 0.062, -1.510], [-4.960, -0.108, -2.582], [-5.129, 0.899, -1.089], [-4.839, -1.463, 0.162], [-6.052, -1.491, -1.117], [-5.126, -4.023, -0.665], [-5.798, -3.422, -2.230], [-3.971, -4.356, -3.454], [-4.596, -5.528, -2.385], [-3.152, -4.752, -1.804], [-4.600, -4.111, 3.947], [-4.268, -3.603, 2.542], [-2.938, -3.860, 2.317], [-2.443, -3.313, 1.011], [-0.952, -3.376, 1.039], [-4.388, -5.178, 3.959], [-4.067, -3.565, 4.731], [-5.661, -4.095, 4.174], [-4.926, -3.978, 1.746], [-4.394, -2.519, 2.573], [-2.907, -3.867, 0.178], [-2.795, -2.270, 0.966], [-0.518, -2.530, 1.576], [-0.600, -3.203, -0.001], [-0.520, -4.314, 1.422], [7.216, 1.008, -0.903], [5.794, 1.435, -1.374], [5.250, 2.154, -0.298], [4.007, 2.793, -0.641], [3.406, 3.280, 0.664], [7.040, 0.292, -0.087], [7.785, 0.537, -1.671], [7.719, 1.961, -0.634], [5.932, 2.036, -2.267], [5.215, 0.532, -1.562], [4.213, 3.682, -1.344], [3.386, 2.064, -1.143], [2.351, 3.442, 0.522], [4.059, 4.094, 0.976], [3.464, 2.488, 1.423], [3.864, -0.956, 0.764], [4.542, -2.241, 0.440], [3.614, -3.060, -0.302], [4.023, -4.383, -0.527], [2.975, -5.061, -1.414], [3.496, -0.577, -0.212], [3.017, -1.005, 1.428], [4.572, -0.161, 1.160], [5.472, -2.067, -0.060], [4.788, -2.767, 1.376], [4.988, -4.358, -0.996], [4.048, -4.874, 0.456], [1.984, -4.835, -1.021], [3.183, -6.139, -1.332], [2.961, -4.737, -2.550], [-1.080, 2.236, -5.074], [-0.310, 1.597, -6.226], [0.508, 0.579, -5.769], [-0.207, 2.527, -3.948], [-1.884, 1.625, -4.677], [-1.430, 3.193, -5.420], [0.316, 2.316, -6.762], [-1.077, 1.296, -6.974], [-0.074, -0.163, -5.488], [0.367, 1.774, -3.831], [2.801, -0.712, -3.084], [1.420, -1.322, -3.054], [1.195, -2.194, -1.948], [3.791, -1.761, -2.993], [2.843, 0.051, -2.232], [2.926, -0.159, -3.994], [1.232, -1.937, -3.958], [0.669, -0.523, -3.121], [1.727, -1.932, -1.170], [3.558, -2.320, -2.207], [-3.384, 3.680, 0.108], [-4.144, 4.933, -0.213], [-3.292, 5.967, -0.650], [-2.536, 3.280, -0.977], [-4.083, 2.853, 0.341], [-2.826, 3.775, 1.057], [-4.781, 5.289, 0.601], [-4.913, 4.702, -0.954], [-3.779, 6.671, -1.105], [-1.947, 4.017, -1.179], [0.705, 5.287, -1.989], [0.250, 6.509, -1.228], [-0.980, 6.948, -1.842], [-0.181, 4.168, -1.789], [1.646, 4.954, -1.551], [0.830, 5.455, -3.067], [0.976, 7.307, -1.406], [0.176, 6.327, -0.126], [-1.723, 6.400, -1.579], [-0.216, 3.594, -2.561], [-3.529, -1.043, -5.052], [-2.263, -1.267, -4.216], [-1.142, -1.527, -5.101], [-4.028, -2.358, -5.418], [-3.374, -0.496, -5.998], [-4.267, -0.501, -4.482], [-2.414, -2.081, -3.481], [-1.934, -0.420, -3.636], [-1.384, -2.235, -5.714], [-4.325, -2.274, -6.327], [-0.816, 0.242, -0.522], [0.511, 0.790, -0.152], [0.404, 2.115, 0.384], [-1.309, 0.758, -1.757], [-1.484, 0.474, 0.310], [-0.651, -0.857, -0.594], [1.187, 0.757, -1.030], [0.894, 0.129, 0.647], [0.012, 2.721, -0.249], [-1.742, 1.615, -1.570]], "atomic_forces_ev_per_a": [[-0.08, -0.55, -0.71], [2.03, 1.18, 1.87], [0.17, -1.02, -1.23], [0.84, 0.74, 0.68], [0.14, -0.29, -1.40], [-0.07, 0.21, -0.53], [-0.08, 0.53, 0.22], [-0.67, 0.36, -0.05], [-0.59, -0.45, -0.03], [0.02, -0.29, 0.24], [-0.13, -0.80, 0.40], [-0.81, 0.52, 0.02], [-0.24, -0.04, -0.10], [-0.09, 0.25, 0.27], [-0.30, -0.31, 0.31], [-0.04, 0.53, -2.62], [1.22, -3.68, 1.10], [-0.39, 0.46, 0.31], [0.65, 0.25, 0.34], [-0.08, -0.18, -0.88], [-0.15, -0.08, 0.97], [-0.11, 0.50, 0.41], [0.11, 0.15, 0.33], [0.45, 0.29, -1.04], [-0.73, 1.16, 0.33], [-0.44, -0.14, 0.50], [-0.10, 0.45, -0.09], [-0.10, -0.27, -0.08], [-0.09, 0.04, -0.03], [-0.26, 0.50, 0.38], [0.92, -0.47, -1.23], [-0.60, -0.70, 1.77], [-0.52, -0.68, -0.58], [1.50, -0.27, 1.70], [-0.79, 0.59, -0.03], [-0.38, 0.58, -0.02], [0.24, 0.62, 0.60], [0.10, -0.38, 0.13], [-0.10, 0.58, -0.70], [-0.20, -0.37, -0.05], [-0.07, 0.83, -0.88], [-1.32, 0.25, -0.51], [0.82, 0.16, 0.13], [-0.29, -0.67, 0.16], [0.58, 0.00, -0.53], [-0.38, -0.67, -0.62], [-0.78, 0.90, 1.09], [1.81, 0.01, -1.94], [-1.19, -0.52, 1.95], [0.96, 0.41, -1.12], [0.50, -0.09, 0.33], [0.08, -0.21, -0.26], [-0.30, 0.49, -0.11], [-0.01, -0.30, 0.16], [-0.39, 0.40, -0.29], [0.21, 0.08, 0.42], [0.10, -0.21, -0.20], [-0.13, -0.15, 0.38], [-0.04, -0.39, 0.43], [-0.41, 0.28, -0.17], [-1.48, 0.96, 0.36], [1.84, -0.66, 0.61], [-0.65, 0.58, -0.41], [1.11, 0.65, 0.04], [0.74, -0.75, -0.30], [0.61, 0.50, 0.09], [0.30, -0.45, -0.70], [-0.08, -0.88, 0.36], [-0.47, 0.25, -0.32], [-0.34, -0.02, -0.40], [-0.33, -1.26, 0.77], [-0.41, -0.17, -0.30], [-0.28, 0.81, 0.14], [-0.65, 0.33, 0.34], [0.13, 0.06, -0.23], [0.56, 1.98, -0.96], [-0.82, -1.22, 1.40], [0.15, 1.58, 0.00], [-1.03, -0.05, -0.08], [0.41, 0.22, -1.46], [0.07, 0.19, 0.53], [-0.25, -0.40, 0.34], [-0.69, -1.02, -0.44], [0.51, -0.03, -0.83], [0.04, -0.11, -0.14], [0.77, -0.34, -0.17], [0.29, -0.24, -0.23], [-0.02, -0.15, 0.02], [-0.34, 0.24, -0.34], [0.33, -0.54, 2.35], [1.30, 0.43, 0.67], [-0.97, 0.60, -0.31], [0.10, -0.99, 0.27], [-0.51, 0.56, -0.84], [-0.30, -0.22, -0.30], [-0.54, 0.39, 0.03], [0.04, 0.12, 0.37], [0.33, -0.28, 0.25], [0.34, 0.02, -0.20], [0.30, -0.60, 0.00], [-0.06, -0.69, 1.61], [-0.55, -0.33, -0.86], [0.24, 0.36, 0.43], [-0.52, 0.61, 0.67], [0.39, -0.94, -0.78], [0.28, 0.13, -0.57], [0.33, 0.23, 0.48], [-0.03, 0.02, 0.38], [-0.26, -0.10, -0.53], [0.22, 0.64, -0.74], [0.49, -0.70, 0.60], [-1.70, 0.17, -0.31], [0.42, 0.30, -0.19], [-1.04, -0.14, 0.73], [0.14, 0.41, -0.51], [0.24, 0.25, -0.45], [0.46, -0.18, 0.61], [0.30, -0.12, -0.60], [0.00, -0.40, 0.30], [0.47, 0.08, -0.18], [0.58, -1.24, 0.53], [-1.15, -0.21, -0.83], [0.77, 0.69, 0.37], [-0.33, 0.94, 0.84], [0.51, 0.21, -0.21], [-0.09, 0.29, 0.32], [-0.07, -0.06, 0.15], [-0.14, 0.04, -0.84], [0.09, -0.38, 0.37], [0.08, -0.20, -0.71], [0.31, -0.77, 0.01], [0.18, -0.21, -0.78], [-0.40, -0.35, 0.17], [0.21, 0.57, 0.01], [0.46, 0.09, 0.56], [-0.35, 0.07, 0.27], [-0.06, 0.19, -0.57], [-0.25, 0.49, 0.13], [0.02, 0.07, 0.22], [-0.18, -0.26, -0.02], [-0.12, -0.87, -0.34], [0.41, 0.80, 0.30], [0.49, -0.70, 0.45], [-0.05, 0.08, 0.37], [-0.30, -0.18, -0.02], [-0.63, 0.56, -0.32], [-0.13, 0.02, 0.39], [0.18, 0.52, -0.20], [-0.09, 0.14, -0.57], [0.11, -0.21, -0.02]]}